Entry 1:
Here is an isolated molecule of C8H15P at a distorted geometry from the OMol25 dataset. Energies are from ωB97M-V/def2-TZVPD.

Structure (XYZ):
```
24
Properties=species:S:1:pos:R:3:forces:R:3
H -2.8811 -0.2060 -2.6651 0.02 -1.36 -0.90
H -3.3307 1.4005 -2.4480 0.23 0.05 0.30
H -4.2097 0.3483 -0.3152 1.89 -0.39 -0.76
H 2.3016 -1.9412 2.3327 -0.06 -0.64 -0.11
P -2.3660 -1.3449 -0.1358 0.78 0.31 0.24
C -0.5316 -0.9555 -0.4601 -0.53 -1.77 0.79
C -0.0548 0.3354 0.1037 0.55 1.11 2.32
C 1.4861 0.5111 -0.0443 -0.40 2.14 -1.18
H 0.0518 -1.6637 0.1686 -0.63 -0.17 -0.25
C 2.1844 -0.9433 1.9784 -1.03 2.22 1.81
C -3.0706 0.2937 -0.5477 -0.64 2.53 -0.04
C -2.6798 0.6120 -2.0388 -2.79 0.62 0.93
H -0.2558 -1.3182 -1.4408 0.06 0.70 -0.78
H -1.6892 0.9272 -2.1360 1.61 0.32 -0.02
H -2.6713 1.2586 -0.0392 -0.44 -1.93 -0.01
H -0.3685 0.1631 1.1907 0.68 0.88 -0.98
C 3.4673 -0.1622 1.4686 -0.51 0.07 1.61
H 1.5779 0.4215 -1.1303 0.52 -0.31 -0.25
H 1.3767 -0.2827 2.5686 2.02 -1.59 -0.85
H 3.6473 0.7938 1.8904 0.36 0.86 0.17
H 4.2640 -0.7397 1.1438 1.93 -1.09 0.30
H 1.9119 1.6068 0.0588 -1.17 -1.70 0.37
H -0.5184 1.2931 -0.1737 -0.11 -0.56 -0.38
C 2.3585 -0.4078 0.6708 -2.35 -0.30 -2.34
```
Positions in Å, forces in eV/Å.

Computed properties:
Charge: 0
Lowest unoccupied orbital energy (alpha / beta) in eV: 0.34 / -0.53
Relative energy (zero: lowest compared OMol25 entry of this formula, charge and spin) in kJ/mol: 452.30
HOMO level (alpha / beta) in Ha: -0.285 / -0.277
Calculated total energy in hartree: -654.9591
Frontier orbital gap (alpha / beta) in eV: 8.103 / 7.020

Entry 2:
Here is C34H49AuN5O4P2Si2Te as an isolated structure at a distorted geometry from the OMol25 dataset. Energies are from ωB97M-V/def2-TZVPD.

Structure (XYZ):
```
98
Properties=species:S:1:pos:R:3:forces:R:3
H -2.7908 0.9447 -0.1555 -0.03 -0.09 0.11
H -0.2886 -5.7660 -2.7769 -0.19 0.10 -0.04
H -3.1242 -6.1658 -2.0294 -0.12 0.01 -0.23
H -4.7916 -0.4825 0.8943 -0.02 0.21 -0.04
Te -0.6995 -2.0721 0.3895 -0.09 -1.74 0.44
H 4.6029 -0.1927 -0.9247 0.00 -0.17 -0.05
C 0.9733 2.9476 -1.5298 -0.22 -0.68 0.51
H 4.6997 -0.1145 0.7244 0.08 -0.17 -0.02
H -1.1265 0.4457 1.7849 0.11 0.21 -0.09
H -1.4282 0.5899 3.5103 0.07 -0.08 0.19
C 5.4402 4.6817 0.8378 -0.15 -0.06 0.14
C -0.0351 -0.3660 -3.2475 0.04 0.04 0.18
H 5.8790 -2.1427 -0.2086 -0.14 0.05 0.03
C 5.3304 5.8943 0.1747 0.10 0.13 0.02
C 3.2841 4.0603 -0.0068 -0.80 -0.75 -0.20
C 4.0927 -3.0264 0.2005 1.69 -0.78 -0.37
H 1.0748 1.9659 4.6770 0.04 -0.02 0.05
C 1.4004 2.2734 2.5801 -0.27 -0.10 -0.14
C -2.1404 3.9108 -1.6441 0.02 -0.03 0.07
H -1.9474 -3.4922 2.2376 0.00 -0.15 -0.16
H -0.6062 -7.1544 1.3882 0.04 -0.18 -0.10
C 3.1603 5.2788 -0.6545 0.24 -0.03 -0.11
H 6.1193 6.6266 0.2674 0.08 0.00 -0.10
H 4.1299 7.1273 -1.1058 0.02 0.09 0.04
H -2.4947 1.3700 2.3705 -0.16 0.17 -0.07
C 0.0256 -6.0829 -1.7861 0.09 0.51 0.91
C 4.4031 3.7692 0.7631 0.20 0.01 -0.13
N 4.3861 -0.6794 -0.0608 0.07 0.05 0.09
H 2.2806 5.5221 -1.2297 -0.10 0.04 -0.13
H -1.9067 -6.1260 1.9320 -0.22 0.06 -0.10
H -3.2374 -1.5215 4.9681 0.18 0.03 0.09
C -3.8984 -1.4713 4.1085 0.49 -0.03 -0.82
H 4.4575 2.8273 1.2893 0.10 -0.09 0.05
H -1.5296 -3.4341 -1.7117 0.03 -0.01 -0.05
C -2.9573 1.9534 -0.4986 0.06 0.04 -0.06
H 1.0038 -5.6592 -1.5742 0.05 -0.05 -0.29
H -2.7515 -7.5161 -0.9646 0.07 -0.28 0.02
C 0.8260 2.5571 3.8073 0.00 0.16 0.08
C -3.3619 4.5290 -1.4387 -0.01 0.04 -0.04
C -0.3722 4.3997 2.8172 0.06 0.10 0.07
C 1.0780 3.0482 1.4705 0.08 -0.28 -0.44
C -4.1750 2.5765 -0.2980 0.02 -0.06 0.04
C -0.0460 3.6323 3.9270 0.05 -0.08 -0.04
P -0.4005 1.7049 -1.4487 -0.28 1.33 -1.35
O 0.8571 -3.3746 1.2577 -0.44 -0.32 0.26
C -0.0697 -0.9593 -4.4947 0.01 -0.08 -0.12
H 1.6034 2.7289 -2.3977 -0.02 0.05 0.10
H -4.6208 -0.6844 4.2982 -0.13 0.22 -0.04
Si -1.2286 -5.6049 -0.4384 -1.42 -1.59 -0.62
H -1.4564 1.5717 -6.2638 -0.01 0.03 -0.04
N 4.8923 -1.9732 -0.0353 -0.01 -0.23 -0.01
H -3.7092 -6.1699 -0.3590 -0.24 0.01 0.11
C -4.3721 3.8687 -0.7568 0.02 0.05 -0.01
H 0.3523 -0.9079 -2.3880 0.05 0.01 -0.08
H 0.5751 3.9554 -1.6232 0.00 0.04 0.05
N 4.6007 -4.2504 0.1752 -0.43 0.09 -0.03
N 1.9320 -3.7339 0.6704 0.78 -0.68 -2.72
C -0.5704 -0.2563 -5.5818 0.00 -0.01 0.08
H -3.5300 5.5242 -1.8191 0.00 0.11 -0.02
O 2.0200 -4.8271 0.1013 -0.11 1.41 1.95
Au 1.8616 -0.7213 0.1199 -0.23 0.78 -0.07
H -1.3718 4.4384 -2.1902 0.06 0.06 -0.04
O 2.7082 1.4256 -0.0670 0.44 -1.65 0.07
C -1.0501 1.0352 -5.4192 0.02 0.01 -0.10
C -0.4911 0.9378 -3.0868 -0.08 0.19 0.49
H 0.2969 -1.9663 -4.6254 0.02 -0.09 -0.05
H -0.8022 -2.3621 2.9977 0.21 0.17 0.08
H 0.1475 -7.1623 -1.8122 -0.11 -0.19 0.07
C 4.2045 6.1885 -0.5771 -0.16 0.10 0.01
O -0.1524 0.6580 -0.3952 0.37 -1.13 0.73
C -1.6399 -3.6896 -0.6560 0.44 0.73 0.17
H 2.0862 1.4451 2.4639 0.11 -0.06 0.09
C -0.9788 -6.1338 1.3663 0.39 0.55 -0.62
N 2.8255 -2.7678 0.5365 -1.69 0.63 0.69
P 2.0205 2.7438 -0.0419 0.01 2.65 0.33
H -4.5967 -2.2103 0.9400 0.01 -0.21 0.00
H -0.5899 -0.7182 -6.5555 -0.02 -0.06 -0.12
H -4.4466 -2.4084 4.0553 -0.06 -0.13 -0.06
H -2.6895 -3.5405 -0.3939 -0.12 -0.07 0.17
H -0.4542 3.8914 4.8917 -0.09 -0.04 0.09
H -0.0207 4.7510 0.7392 -0.07 0.10 -0.12
H 6.3177 4.4488 1.4217 0.07 0.06 0.06
C 0.2004 4.1232 1.5893 0.08 -0.25 -0.05
H -0.2555 -5.5165 1.8864 0.14 0.02 0.20
C -2.8865 -6.4425 -1.0093 1.18 1.09 0.44
C -1.9308 2.6241 -1.1543 0.49 -0.34 -0.14
H 3.9667 -5.0427 0.2284 0.36 0.17 -0.02
C -1.0087 1.6360 -4.1741 0.06 -0.03 0.17
H 5.5718 -4.4287 -0.0250 0.12 0.05 0.01
C -1.5838 -2.4688 2.2522 -0.35 0.31 -0.35
H -4.9727 2.0580 0.2104 -0.10 -0.04 0.07
Si -2.9529 -1.1200 2.4992 -0.53 0.52 0.69
C -4.0476 -1.2715 0.9461 0.52 0.03 0.68
C -1.9093 0.4743 2.5433 -0.49 -0.78 -0.06
H -1.0401 5.2410 2.9195 -0.08 0.06 0.02
H -3.4469 -1.2245 0.0341 -0.06 0.07 -0.30
H -1.3879 2.6376 -4.0370 -0.07 0.12 -0.08
H -5.3143 4.3648 -0.5882 -0.13 0.03 -0.01
```
Positions in Å, forces in eV/Å.

Computed properties:
Charge: +3
Lowest unoccupied orbital energy in eV: -11.15
Relative energy (zero: lowest compared OMol25 entry of this formula, charge and spin) in kJ/mol: 200.13
HOMO level in Ha: -0.567
Calculated total energy in hartree: -3564.1815
Frontier orbital gap in eV: 4.294

Entry 3:
Here is C21H20Cl2N5NaO3S as an isolated structure from the OMol25 dataset. Energies are from ωB97M-V/def2-TZVPD.

Structure (XYZ):
```
53
Properties=species:S:1:pos:R:3:forces:R:3
C -0.8189 -2.9797 -4.5789 -0.03 0.00 0.05
H -0.1544 1.5010 3.2178 -0.03 -0.02 0.01
H -2.1250 5.0169 -1.2165 0.06 0.05 0.00
S -0.6671 2.7982 -1.1404 -0.05 -0.08 -0.01
H -1.3047 -2.8903 5.1679 -0.01 0.02 0.00
H -3.1756 0.8810 4.3880 0.00 -0.01 0.03
H -3.5590 1.6959 2.3385 0.05 0.01 0.00
O -1.7299 -1.5799 0.9047 -0.16 -0.32 0.47
N -2.5358 1.2101 0.6483 -0.22 0.43 0.17
Cl -2.2147 -4.0355 -4.6354 -0.01 -0.01 0.01
H -3.5444 4.6591 -0.3581 0.01 0.03 -0.02
H -2.4304 -0.8308 6.0311 0.00 0.00 -0.01
Na -1.1149 -0.3618 -0.7031 0.17 0.23 -0.55
Cl 2.3515 -2.4278 -6.9905 0.00 -0.01 -0.03
N 1.6446 1.0194 2.2486 0.13 -0.07 -0.14
H 3.2395 -1.1534 0.2824 0.00 -0.01 0.01
C 0.1047 -3.0659 -5.6132 -0.02 -0.10 -0.11
C 2.6531 0.4715 -3.5682 -0.02 -0.01 0.01
C -1.6499 -2.1262 4.4739 0.06 -0.14 0.06
C 2.5451 -0.4255 -4.5965 0.00 -0.01 0.01
H 4.0316 0.2079 1.1109 -0.02 0.03 -0.02
H 0.5597 2.8110 2.2288 0.00 -0.03 0.01
C 3.2363 -0.5368 1.1766 0.03 0.00 0.02
C -2.5042 -0.1734 2.6694 -0.08 0.04 -0.09
C 1.6760 0.4709 -2.5580 0.08 0.01 0.01
N -2.8331 4.3371 -1.0003 -0.18 -0.05 -0.07
H 3.4731 1.1785 -3.5287 0.00 -0.01 0.01
C -2.2758 -0.9769 4.9685 -0.04 0.09 -0.02
C -1.8897 -1.3677 2.1334 0.04 -0.01 0.10
H -0.2274 1.4493 1.4383 0.02 0.03 0.07
C -0.7033 -2.0762 -3.4872 0.14 0.12 -0.12
H 3.1391 2.3768 2.8834 -0.02 -0.01 -0.01
H 3.4155 0.6784 3.3190 0.02 0.00 0.00
H 3.2858 -0.4613 -5.3855 -0.02 0.01 -0.02
H -0.0718 -3.7817 -6.4069 0.02 0.00 0.01
H 1.7224 1.1700 -1.7287 -0.01 -0.01 -0.01
C -1.4655 -2.3201 3.1265 -0.03 -0.01 -0.06
O -1.5090 -1.9544 -2.5510 -0.06 -0.04 -0.01
N 0.6623 -0.3579 -2.5608 -0.03 0.13 -0.03
H 2.1831 1.6113 4.1591 0.00 -0.01 -0.01
H 3.4397 -1.1650 2.0461 -0.04 -0.02 0.00
C 2.6516 1.4401 3.1865 -0.01 0.02 0.05
C -2.6922 -0.0311 4.0430 -0.04 -0.02 0.06
C -2.2699 3.1203 -0.5735 0.08 0.04 0.11
H -0.9895 -3.2195 2.7506 0.01 0.00 0.01
O 0.9861 -0.2274 0.4865 0.17 -0.08 -0.09
C 0.5146 -1.2290 -3.5737 -0.11 -0.08 0.11
C 1.4494 -1.3139 -4.6354 0.02 -0.05 -0.08
C 1.8592 0.0968 1.2662 -0.19 0.09 0.17
C -2.9169 0.9567 1.8432 0.10 -0.17 -0.06
C 0.3787 1.7332 2.2932 0.05 0.08 0.01
N -3.0452 2.4454 0.2166 0.12 -0.18 -0.09
C 1.2157 -2.2679 -5.6564 0.04 0.10 0.10
```
Positions in Å, forces in eV/Å.

Computed properties:
Charge: -2
Lowest unoccupied orbital energy in eV: 4.04
Relative energy (zero: lowest compared OMol25 entry of this formula, charge and spin) in kJ/mol: 0.00
HOMO level in Ha: -0.043
Calculated total energy in hartree: -2792.7640
Frontier orbital gap in eV: 5.210

Entry 4:
Here is C9H18BeClNO13P2 as an isolated structure at a distorted geometry from the OMol25 dataset. Energies are from ωB97M-V/def2-TZVPD.

Structure (XYZ):
```
45
Properties=species:S:1:pos:R:3:forces:R:3
O 0.3198 9.6184 29.0124 -0.25 -0.47 0.28
O 5.4514 9.8440 26.4834 0.49 -0.85 1.36
P 1.7496 10.0266 29.3882 -0.07 1.90 0.58
C 1.4516 15.7111 26.5852 -0.62 -0.25 1.20
H 0.6329 16.0586 22.7706 0.66 0.28 -0.12
H 2.0332 14.7100 28.6080 0.44 0.69 -0.35
H 0.3570 15.2559 28.4076 0.02 0.20 0.10
H 3.4209 16.3701 22.8145 -0.61 -0.17 -0.21
O 0.7523 11.9653 26.3696 2.28 2.03 0.61
H 2.2315 17.8039 26.2236 -0.33 -0.15 -0.24
H -0.1952 16.9962 26.8728 -0.18 -0.03 0.06
C 3.2019 16.2785 23.8783 0.35 0.58 0.47
O -0.1626 11.3655 24.0303 -0.21 0.72 -2.22
Be 3.0476 11.2843 26.8469 -4.32 -2.47 0.72
C 0.7078 15.7451 23.8118 -1.72 0.02 0.44
H 3.2233 16.6354 27.0639 0.45 0.41 0.16
O 2.0910 9.9708 30.8674 -0.12 -0.50 -0.18
H 3.4650 13.7364 23.4020 -0.17 -0.25 0.04
C 0.0934 16.2565 26.1260 -0.39 -1.33 0.28
N 2.0733 14.7795 25.5984 3.91 -1.68 1.22
O -0.7385 10.3281 26.1517 -1.83 -0.94 0.57
H -1.0734 16.7823 24.5428 0.11 0.49 -0.64
O 1.5687 9.8864 25.3095 1.44 1.02 -0.30
P 0.4386 10.9360 25.3056 0.85 -1.79 1.35
Cl 5.7663 10.3790 25.1941 -1.63 0.76 1.46
O 1.5960 11.5243 28.8883 0.46 0.83 -0.05
O 2.8319 9.5158 28.4548 1.86 -0.05 -1.81
H -0.0148 14.9292 23.8268 0.41 -0.76 0.11
O 3.1521 13.9265 26.0633 -4.14 3.44 -1.86
C 2.1150 15.2360 24.1936 0.07 0.37 -1.73
C -0.0005 16.7814 24.7346 1.54 -0.28 -0.93
O 7.2237 10.3306 24.9982 -1.17 -0.42 -0.93
H 2.9809 17.2893 24.2212 0.20 -0.02 0.34
H -0.6288 15.4401 26.1172 -0.12 -0.24 0.52
H 1.0136 13.8820 27.5412 -0.35 -0.26 0.12
C 1.2402 14.8920 27.8826 -0.66 -0.93 -0.68
O 4.8650 9.7610 24.2758 1.60 -1.28 -1.72
H 1.6898 13.3673 23.2498 0.30 -0.62 0.40
H 4.1528 15.9020 24.2556 0.04 0.24 0.53
H 0.4838 17.7423 24.5604 -0.31 0.40 0.29
C 2.1960 16.9740 26.9294 2.28 -0.06 0.28
H 2.4026 14.4303 22.1550 0.19 0.71 0.09
O 5.3130 11.7469 25.2402 0.41 1.95 0.03
C 2.4682 14.1288 23.2004 -0.89 -1.20 0.46
H 1.8758 17.3519 27.9003 -0.26 -0.05 -0.08
```
Positions in Å, forces in eV/Å.

Computed properties:
Charge: -4
2S+1: 3
Lowest unoccupied orbital energy (alpha / beta) in eV: 8.45 / 8.45
HOMO level (alpha / beta) in Ha: 0.218 / 0.102
Calculated total energy in hartree: -2543.6283
Frontier orbital gap (alpha / beta) in eV: 2.512 / 5.674

Entry 5:
Here is C20H41N2P3PtS as an isolated structure at a distorted geometry from the OMol25 dataset. Energies are from ωB97M-V/def2-TZVPD.

Structure (XYZ):
```
68
Properties=species:S:1:pos:R:3:forces:R:3
C 1.0989 2.4141 -1.6749 -0.21 -0.17 -0.17
C 1.9674 -0.1481 4.5143 -0.29 2.46 2.27
H -0.2953 3.7708 0.2395 -0.12 0.08 0.29
H -2.2313 -0.0584 3.8538 -0.05 -0.25 0.03
H -3.4273 -1.3922 -0.0624 -0.13 -0.04 0.17
H 1.5392 3.2573 1.3693 0.26 -0.03 -0.10
H 0.5829 -0.6527 -7.8992 0.11 -0.08 0.14
H -4.1310 -2.1566 1.3905 0.17 0.30 -0.09
H 2.0229 -1.5782 2.8304 0.06 0.05 0.09
H 3.0109 3.1877 0.3694 -0.16 -0.17 0.20
H -0.8847 -2.5236 -0.4736 0.61 0.12 0.17
H 1.2900 1.6771 5.4014 0.01 0.12 0.29
C -2.1171 -1.1127 3.5928 -0.06 0.28 -0.17
H -1.2500 -1.5148 4.1307 -0.23 -0.05 -0.04
H 0.7120 -2.6169 1.5636 -0.15 0.33 -0.17
H 2.0193 -1.8063 0.5496 -0.26 -0.19 -0.18
H 0.5911 -2.0111 -1.4498 -0.30 0.14 0.85
C 3.0346 0.4374 -0.5888 0.20 -0.02 -0.35
H -0.4327 -0.5010 -2.5267 0.54 0.04 -1.32
C -3.5276 -1.3120 1.0272 0.19 0.11 -0.08
C 0.4901 -0.6969 -5.7552 -0.41 0.22 -1.79
P -1.8552 -1.3986 1.7865 -1.53 -1.50 1.68
H -1.3650 -3.6939 1.0096 -0.14 -0.15 0.19
H -3.3740 2.7768 2.1797 0.17 -0.22 0.05
H -2.6333 -3.6274 2.2600 0.33 0.06 -0.04
H -3.0203 -1.6576 3.9056 0.30 0.14 0.03
C -0.9317 3.5049 1.0865 0.08 -0.18 -0.12
H -3.2938 2.7727 -0.4120 0.01 -0.13 -0.15
C 0.9489 -1.1393 -6.9987 -0.86 0.87 0.57
H 2.8921 -3.7442 -5.9889 -0.18 0.15 0.00
C -2.7448 1.8903 2.3440 0.07 -0.17 -0.10
S 0.8682 -0.4686 -3.0222 0.01 -0.12 -0.17
H -0.9152 -3.4520 2.7150 -0.23 -0.02 -0.17
P 1.5109 1.3682 -0.2197 1.83 0.82 -0.16
H 2.8415 -0.5517 -1.0108 0.09 0.24 -0.01
H 1.9405 2.4372 -2.3800 -0.15 0.01 0.24
C -1.6621 -3.2198 1.9445 0.14 -0.06 -0.13
C 0.5571 1.2135 3.4779 0.74 -0.11 1.22
N 0.7920 0.1936 2.6562 1.19 -1.81 0.14
C 1.6727 -0.6660 3.2855 -2.22 0.78 -3.26
H 2.2579 -2.4869 -8.0610 -0.09 -0.04 0.16
H 2.6240 -0.5421 5.2652 0.19 0.05 0.49
H 3.6119 0.3227 0.3392 -0.14 0.03 -0.24
P -1.5698 1.7947 0.9364 -1.78 1.72 -0.14
H -0.0794 2.0801 3.3396 0.09 -0.22 -0.22
H 2.7982 2.0388 1.7167 0.04 0.14 -0.09
H 3.6356 1.0232 -1.2972 0.03 -0.23 0.17
H -0.3909 3.6393 2.0320 -0.10 0.18 -0.29
H -2.2017 2.0295 3.2880 -0.31 -0.01 -0.13
C 0.9912 -1.2839 -4.5742 0.11 -1.08 0.39
N 1.2581 1.0389 4.6163 0.96 -1.12 0.43
H -4.0432 -0.3765 1.2676 0.05 -0.29 -0.15
C 0.9621 -2.0514 0.6664 -0.91 0.10 -1.34
H -3.3885 1.0104 2.4137 0.15 0.35 0.12
H -2.0278 1.9878 -1.4135 -0.28 0.01 0.10
C 0.1138 -2.0672 -0.4633 1.05 -1.55 -0.24
C 1.7824 -2.4518 -4.6747 0.63 -0.05 -0.33
C 1.8610 -2.1963 -7.0901 -0.41 0.88 -0.86
H 0.2301 2.0090 -2.2093 0.22 0.29 0.12
C 2.2403 -2.8734 -5.9257 0.15 -0.71 2.21
C 2.2765 2.5860 0.9255 -0.20 0.03 0.01
H -1.8045 4.1736 1.1004 0.23 -0.17 -0.02
C -2.6504 1.8922 -0.5153 0.05 -0.09 -0.08
Pt -0.1927 -0.0332 0.6676 0.17 -0.10 0.81
H 0.8810 3.4449 -1.3686 0.11 -0.28 -0.05
H -3.2622 0.9842 -0.5749 0.09 0.27 -0.11
H 2.0422 -2.9992 -3.7690 0.15 0.18 -0.31
H -0.2461 0.1054 -5.6587 0.34 -0.15 -0.29
```
Positions in Å, forces in eV/Å.

Computed properties:
Charge: +4
2S+1: 5
Lowest unoccupied orbital energy (alpha / beta) in eV: -11.72 / -16.54
HOMO level (alpha / beta) in Ha: -0.611 / -0.749
Calculated total energy in hartree: -2436.0713
Frontier orbital gap (alpha / beta) in eV: 4.913 / 3.842